# 1
23
Properties=species:S:1:pos:R:3:forces:R:3:mulliken_charge:R:1 method="wB97M-V/def2-TZVPD" e_tot_ha=-441.85684 relative_energy_kcal_mol=15.71 smiles=C[C@H](N)CCO.O.O gap_ev=9.9101
C -0.98386 2.16165 -1.03030 -0.62 1.10 -2.26 -1.429
C -0.18450 1.18533 -0.25713 1.08 -2.13 1.37 0.559
C -1.05018 0.38963 0.74156 -0.11 -0.62 0.34 -0.801
C -0.23286 -0.58182 1.61109 0.36 0.53 1.57 -0.463
O 0.71774 0.25599 2.29139 0.15 -0.34 0.28 -0.558
N 0.48207 0.13422 -1.07513 -0.15 -0.56 0.04 -0.660
H -0.86791 3.19938 -0.76904 0.32 0.41 0.51 0.340
H -2.06939 2.02505 -1.06171 0.06 -0.50 0.40 0.330
H -0.71383 2.13646 -2.11591 0.05 -0.05 0.75 0.320
H 0.62733 1.56944 0.39043 -0.49 0.65 -0.72 0.309
H -1.51683 1.06684 1.46833 -0.12 0.02 -0.40 0.308
H -1.80925 -0.13504 0.15919 -0.29 -0.05 0.14 0.470
H -0.73287 -1.10362 2.46903 -0.57 0.69 -1.00 0.327
H 0.26640 -1.40829 1.12655 0.19 0.02 -0.79 0.170
H 1.58864 0.14525 1.89652 0.21 0.08 -0.20 0.381
H 0.94322 0.44679 -1.91987 -0.14 0.40 0.06 0.252
H -0.18186 -0.59810 -1.33945 0.19 0.25 0.03 0.157
H -0.32301 -3.46818 -0.83539 -0.08 0.29 0.02 0.306
H -1.62098 -3.53254 -1.58852 -0.27 0.01 -0.15 0.287
O -1.05297 -2.90756 -1.13422 0.36 -0.23 0.12 -0.592
H 3.60980 -0.66262 0.64840 -0.92 0.21 -0.52 0.309
H 2.15760 -0.32780 -0.07610 0.33 -0.23 -0.12 0.389
O 2.94749 0.00956 0.40027 0.45 0.04 0.54 -0.711

=====

# 2
23
Properties=species:S:1:pos:R:3:forces:R:3:mulliken_charge:R:1 method="wB97M-V/def2-TZVPD" e_tot_ha=-441.78297 relative_energy_kcal_mol=62.06 smiles="C=NCCC.O.O.O" gap_ev=10.6133
C 1.31045 1.00527 -1.59005 -1.73 2.46 2.51 -1.252
C 0.23335 0.84243 -0.37193 0.39 2.46 -2.26 -0.125
C -1.16334 0.42727 -0.99672 2.93 1.07 0.39 -0.511
C -3.12272 -0.55485 -0.41352 0.58 2.12 -1.85 -0.391
N -1.93929 -0.28899 0.03221 -2.92 -0.33 -2.06 -0.215
H 2.02353 1.81667 -1.42208 0.07 -0.20 0.55 0.376
H 1.84283 0.13880 -1.69219 1.29 -2.30 -0.49 0.235
H 0.87078 1.33196 -2.49956 -0.87 -0.17 -0.94 0.398
H 0.23444 1.83069 0.22899 -0.36 -1.73 -0.85 0.206
H 0.56792 0.06340 0.24853 0.61 -0.83 0.90 0.130
H -0.78785 -0.26044 -1.84781 -1.49 1.09 0.97 0.313
H -1.62027 1.44612 -1.27738 0.15 -2.00 -0.19 0.292
H -3.42964 -0.20342 -1.48945 0.69 -0.72 1.63 0.202
H -4.01686 -0.84855 0.11380 0.44 -0.78 0.87 0.280
H 1.54066 1.27875 3.38798 0.03 -0.37 -0.01 0.286
H 0.60847 0.03378 3.17221 1.81 0.60 0.26 0.408
O 1.57478 0.31238 3.34109 -1.56 -0.09 -0.16 -0.670
H -1.71770 -0.22229 2.27248 1.11 -0.32 0.07 0.329
H -0.57199 -0.82550 1.56423 0.79 -1.26 -3.59 0.400
O -0.79139 -0.52960 2.38422 -1.96 1.35 4.26 -0.670
H 2.17145 -2.38782 -0.53024 2.60 0.36 -0.63 0.320
H 3.04160 -2.16561 -1.77729 0.07 0.05 -0.88 0.308
O 3.14079 -2.24044 -0.83752 -2.66 -0.43 1.50 -0.649

=====

# 3
23
Properties=species:S:1:pos:R:3:forces:R:3:lowdin_spin:R:1 method="wB97M-V/def2-TZVPD" spin_multiplicity=2 e_tot_ha=-441.50821 relative_energy_kcal_mol=41.14 charge=+1 s2=0.75 gap_ev="10.6410 / 5.3238"
C -1.58793 1.04614 -0.31290 -0.73 -0.49 -0.64 0.002
O -2.59897 0.82183 -1.28997 -0.73 1.24 -1.03 0.005
C -0.22990 1.16556 -0.96030 1.67 0.79 0.05 0.014
C 0.27545 0.01574 -1.82223 -1.18 0.01 2.79 0.111
C 0.47222 -1.22916 -0.85838 1.28 -2.58 0.04 0.107
N 1.61033 -1.03696 0.05036 -3.01 2.14 -0.42 0.668
H -1.84247 1.92205 0.30335 0.35 -0.57 0.14 0.000
H -1.68512 0.07657 0.18207 0.42 0.51 1.06 0.001
H -3.02785 1.65794 -1.60236 0.74 -1.01 0.48 0.000
H -0.16936 1.99736 -1.64335 -0.60 0.66 -0.34 0.007
H 0.60108 1.42977 -0.27218 -0.83 -0.16 0.18 0.002
H -0.50398 -0.28844 -2.45784 -0.81 -0.64 -1.25 0.010
H 1.13710 0.34878 -2.31319 1.38 -0.13 -0.88 0.000
H 0.73605 -2.15457 -1.40773 -0.09 0.59 -0.54 0.025
H -0.47460 -1.52865 -0.32624 1.17 0.96 -0.09 0.001
H 1.24873 -0.42224 0.79893 0.65 -0.24 0.63 0.017
H 2.51425 -0.67895 -0.24651 0.31 -0.70 -0.52 0.020
H -0.72941 -2.44833 2.09178 1.17 0.63 0.66 0.000
H 0.73144 -1.87799 2.32322 2.47 -0.96 -1.02 0.001
O -0.13454 -1.85706 2.61658 -3.50 0.11 0.42 0.004
H 1.60269 1.70625 2.45363 0.60 0.47 0.52 0.000
H 1.04493 0.26787 2.60803 -0.18 0.08 0.95 0.000
O 1.00986 1.06650 2.08523 -0.54 -0.71 -1.17 0.006

=====

# 4
22
Properties=species:S:1:pos:R:3:forces:R:3:mulliken_charge:R:1 method="wB97M-V/def2-TZVPD" e_tot_ha=-795.15189 relative_energy_kcal_mol=18.70 smiles=C[SiH](C)N[SiH](C)C gap_ev=9.9932
C 2.29584 0.99990 1.06303 2.44 3.04 -3.00 -1.101
C 2.61455 -1.36881 -0.71761 0.23 0.41 -2.66 -0.964
C -2.01395 1.21430 -1.17284 1.49 -0.22 2.66 -1.531
C -2.87715 -0.51145 1.10793 1.26 -3.38 -1.17 -1.122
N -0.08810 -0.49753 0.35624 -0.72 1.09 -2.53 -0.078
Si 1.38993 0.06431 -0.32777 1.50 -1.24 1.60 0.309
Si -1.71048 -0.46309 -0.39765 1.56 -0.42 1.01 0.182
H 3.38203 0.76049 1.15937 -0.78 -0.26 -0.26 0.315
H 2.35840 2.16716 1.00991 -0.55 -1.93 -0.14 0.274
H 1.86219 0.79518 1.95281 -1.52 -0.74 2.97 0.366
H 2.58332 -2.20891 -0.01390 -0.17 0.12 -0.28 0.321
H 2.35386 -1.71299 -1.83509 0.58 0.28 2.49 0.212
H 3.69304 -1.00641 -0.77311 -1.32 -0.33 0.11 0.289
H -1.41236 1.45775 -1.94970 2.12 0.18 -2.81 0.490
H -2.93092 1.46921 -1.48458 -4.01 -0.15 -1.52 0.552
H -1.89385 2.13452 -0.59414 0.62 -0.50 1.21 0.445
H -3.74315 -1.13257 0.92630 -0.54 0.25 0.17 0.299
H -2.40824 -0.84929 2.02511 0.48 -0.95 -0.09 0.344
H -3.04839 0.43192 1.42046 -1.35 3.47 0.24 0.395
H 0.10242 -0.83305 1.24885 -0.36 -0.81 1.84 0.306
H 1.05476 0.74348 -1.53336 -0.10 0.72 -0.91 -0.200
H -1.56374 -1.65412 -1.47028 -0.86 1.34 1.07 -0.104

=====

# 5
22
Properties=species:S:1:pos:R:3:forces:R:3:mulliken_charge:R:1 method="wB97M-V/def2-TZVPD" e_tot_ha=-794.96962 relative_energy_kcal_mol=133.08 smiles="C/C=[SiH]/N(C)C.[SiH4]" gap_ev=7.9863
C -1.04213 -3.10661 -0.07933 1.44 0.75 -4.02 -1.029
C 2.29635 0.46422 1.21523 -1.63 4.14 0.54 -0.970
C 1.66737 1.75620 -0.78209 -2.73 -0.01 2.24 -1.223
C -0.37877 -1.83533 0.39746 2.38 0.12 -3.38 -0.448
N 1.52436 0.55817 -0.02194 0.20 -1.34 0.22 0.316
Si -2.69875 1.45273 0.00521 1.94 -0.58 0.95 0.486
Si 0.55189 -0.71965 -0.63330 0.25 -0.33 -0.01 0.088
H -1.62817 -2.77024 -1.02305 0.68 -1.30 1.26 0.227
H -0.39717 -4.01717 -0.34137 -0.70 1.49 0.40 0.256
H -1.72606 -3.37370 0.62208 -2.06 -1.11 1.96 0.346
H 2.15606 -0.50370 1.46812 0.13 -3.00 1.66 0.437
H 3.32015 0.74659 1.07643 0.77 -0.14 -0.38 0.320
H 1.94665 1.19692 2.09829 0.28 -1.54 -1.82 0.213
H 0.88809 2.40886 -0.35563 0.83 0.88 -0.45 0.327
H 2.63067 2.08497 -0.80231 2.76 1.45 0.77 0.410
H 1.48493 1.65067 -1.78394 -1.10 -0.75 -2.68 0.392
H -0.93308 -1.35146 1.10912 -0.79 1.25 2.29 0.441
H -2.27054 1.35426 1.50025 -0.44 -0.37 -1.22 -0.067
H -3.45997 0.39803 -0.64307 -0.14 -0.56 0.19 -0.097
H -3.47764 2.61098 -0.05957 -0.96 1.52 -0.16 -0.192
H -1.44115 1.66122 -0.79553 -0.35 -0.04 0.22 -0.131
H 0.98691 -0.66595 -2.17108 -0.75 -0.54 1.43 -0.101

=====

# 6
22
Properties=species:S:1:pos:R:3:forces:R:3:lowdin_spin:R:1 method="wB97M-V/def2-TZVPD" spin_multiplicity=3 e_tot_ha=-794.95104 relative_energy_kcal_mol=3.55 s2=2.01 gap_ev="5.9841 / 8.2821"
C 2.09221 1.06664 -0.27424 -0.27 -0.46 -0.44 0.045
C 0.06089 1.58145 1.10934 0.01 -0.10 -0.26 0.011
C 0.14253 -0.28880 -2.14103 -0.85 0.49 -0.38 0.099
C 0.56344 1.23095 -0.29236 -0.57 1.14 0.15 0.082
N -0.18991 0.12237 -0.80938 1.79 -0.26 -0.35 0.859
Si -2.48610 -1.60101 1.21930 0.42 -0.68 0.33 0.126
Si -0.27771 -1.80545 0.64290 -0.43 -0.85 0.65 0.524
H 2.36249 0.16839 0.27703 0.07 -0.05 0.09 0.002
H 2.48490 0.98790 -1.28533 0.12 -0.02 -0.04 0.001
H 2.54984 1.92975 0.20235 -0.08 0.05 0.06 0.003
H 0.45835 2.54267 1.42314 0.03 0.10 0.04 0.000
H 0.37943 0.82588 1.82254 0.02 -0.06 0.13 0.005
H -1.02373 1.62815 1.11174 -0.15 0.04 0.08 0.000
H 1.16692 -0.66611 -2.27724 -0.09 0.11 0.38 0.035
H -0.55222 -1.07315 -2.44126 0.11 -0.08 -0.05 0.004
H 0.00754 0.56365 -2.81975 0.17 -0.04 -0.17 0.021
H 0.33432 2.08848 -0.95383 0.13 -0.01 0.04 0.026
H -3.05192 -0.31464 0.83359 -0.19 0.49 -0.17 0.011
H -3.29655 -2.66369 0.60941 -0.12 -0.10 -0.27 0.006
H -2.67318 -1.76034 2.66867 -0.03 0.14 0.27 0.011
H 0.78736 -1.70124 1.64440 0.04 0.24 0.30 0.066
H 0.16111 -2.86188 -0.27001 -0.14 -0.10 -0.39 0.061

=====

# 7
31
Properties=species:S:1:pos:R:3:forces:R:3:mulliken_charge:R:1 method="wB97M-V/def2-TZVPD" e_tot_ha=-4611.92711 charge=+3 gap_ev=4.8568
N -3.05637 -0.08688 3.95061 1.71 -1.71 0.45 -0.518
P -1.75984 -1.04482 3.27475 -2.13 3.61 -2.99 0.248
Br -2.04335 0.11280 1.28893 0.57 -0.40 0.01 -0.234
S -1.46172 -2.21052 5.11426 -1.52 -4.55 5.38 0.912
O -0.01743 -2.75896 5.06925 1.64 0.87 1.28 -0.433
O -2.44235 -3.31414 5.27769 2.58 3.45 -0.88 -0.376
F -1.55929 -1.30669 6.49585 0.57 -1.10 -2.56 -0.211
H -3.56335 -0.61345 4.67603 -0.02 0.52 -0.08 0.338
H -2.63539 0.77487 4.33747 -0.52 -0.32 -0.16 0.327
H -0.42429 -0.54235 3.35704 -0.54 -0.76 0.33 0.222
H -2.11724 -2.26131 2.59518 0.39 0.46 0.96 0.282
C 2.39504 1.59676 -3.23540 0.64 -0.16 0.02 -1.453
C 1.58630 0.30550 -3.22617 -0.15 1.18 -0.13 0.334
C 0.07549 0.51684 -3.38826 -0.61 -0.56 0.76 -0.459
O -0.48029 1.00157 -2.17551 0.55 -0.28 -0.75 -0.336
C -0.63043 2.43309 -2.12604 -0.05 0.50 0.47 -0.713
N 1.78552 -0.36562 -1.89268 -0.38 -0.30 0.83 -0.170
H 2.24505 2.18464 -2.32818 -0.18 -0.04 -0.05 0.380
H 3.46527 1.37975 -3.30561 -0.05 0.08 -0.04 0.444
H 2.12621 2.21403 -4.09348 -0.04 -0.13 0.04 0.388
H 1.96997 -0.37488 -4.00232 0.08 0.09 -0.21 0.115
H -0.39630 -0.46006 -3.56844 -0.14 0.01 -0.06 0.243
H -0.16593 1.14851 -4.24548 0.26 0.00 0.01 0.481
H -0.74410 2.87567 -3.11695 -0.01 -0.16 0.01 0.356
H 0.23100 2.87222 -1.61948 -0.04 0.11 -0.10 0.316
H -1.51739 2.65913 -1.53568 0.02 -0.15 -0.09 0.249
H 2.76116 -0.35524 -1.56737 -0.04 0.09 -0.02 0.383
H 1.43612 -1.37639 -1.88265 0.07 2.01 1.15 0.187
H 1.19269 0.13942 -1.20316 -0.23 0.11 -0.18 0.381
Cl 1.87517 -2.59853 6.36187 -2.77 -0.12 -1.46 0.442
Al 1.87006 -2.54495 -3.28607 0.35 -2.35 -1.92 0.873

=====

# 8
33
Properties=species:S:1:pos:R:3:forces:R:3:mulliken_charge:R:1 method="wB97M-V/def2-TZVPD" e_tot_ha=-1142.30401 relative_energy_kcal_mol=90.97 charge=+3 gap_ev=3.1842
Al 2.45655 0.89906 -0.20574 -1.87 -0.57 0.62 1.376
C -0.78889 1.97416 -2.31280 -1.37 -1.03 -2.71 0.654
O 0.08500 2.03273 -1.50283 3.78 0.16 4.45 -0.392
N -2.00882 1.52408 -2.17266 -1.55 -0.60 0.56 -0.302
N -0.46026 2.37532 -3.54073 -0.53 0.76 -1.23 -0.412
H -2.53566 1.36768 -3.02005 -0.30 -0.15 0.27 0.249
H -2.33557 1.12257 -1.30540 0.08 0.15 -0.25 0.187
H -1.25041 2.81644 -3.98927 0.49 0.38 -0.95 0.247
H 0.48522 2.69527 -3.69496 -0.16 0.21 -0.25 0.259
C 2.64312 -3.08424 -0.41724 2.76 -1.41 0.22 0.718
O 2.23645 -1.98763 -0.20137 -2.93 6.11 1.12 -0.548
N 3.19488 -3.49730 -1.49792 0.75 -0.75 -3.56 -0.349
N 2.89080 -3.96773 0.52074 -1.13 -2.44 2.81 -0.431
H 3.19083 -2.99059 -2.37161 0.10 -0.41 0.05 0.226
H 3.71288 -4.34062 -1.29644 0.54 0.19 -1.54 0.214
H 2.77375 -4.88897 0.12360 0.13 -0.57 1.05 0.229
H 2.64957 -3.84739 1.49410 -0.01 0.03 -0.11 0.237
C -0.42059 2.68344 1.72839 0.79 -1.72 -1.19 0.712
O 0.76066 2.43227 1.38493 1.06 -0.01 0.15 -0.533
N -1.11119 2.12795 2.68373 0.30 -2.56 3.68 -0.413
N -1.20587 3.39166 0.99034 -1.56 2.78 -2.23 -0.253
H -0.60205 1.64671 3.41126 0.09 -0.03 0.04 0.237
H -2.07089 2.29714 2.94914 0.14 0.52 -0.27 0.232
H -0.89335 3.89757 0.17395 0.06 0.05 0.09 0.238
H -2.05889 3.66023 1.45972 -0.16 0.68 -0.64 0.226
C -0.89929 -0.95255 1.08743 1.69 -2.55 1.91 0.548
O -0.12577 -0.18532 0.58671 3.31 3.97 -2.75 -0.316
N -2.08718 -0.69948 1.42407 -4.81 2.11 0.39 -0.260
N -0.44977 -2.11224 1.53249 0.62 -2.89 -0.04 -0.394
H -2.69460 -1.40705 1.81198 -0.10 0.29 0.11 0.214
H -2.37055 0.26952 1.39494 -0.43 -0.35 -0.02 0.237
H 0.46071 -2.43320 1.23564 -0.04 0.18 -0.15 0.103
H -1.17091 -2.81937 1.53573 0.28 -0.54 0.36 0.262

=====

# 9
26
Properties=species:S:1:pos:R:3:forces:R:3:mulliken_charge:R:1 method="wB97M-V/def2-TZVPD" e_tot_ha=-1347.33480 relative_energy_kcal_mol=152.64 charge=+1 gap_ev=8.1847
Sn 0.88178 -0.32834 0.76181 10.33 1.56 11.71 0.063
B 0.62389 1.68027 -0.60831 -2.27 1.85 2.46 0.085
H 1.44357 1.02377 -0.36053 3.83 -0.92 0.39 0.000
H 0.96274 2.60005 -1.05934 1.32 3.31 -0.91 -0.039
H -0.07731 1.17450 -1.25387 -3.07 -1.82 -0.61 -0.069
H 0.05223 1.86289 0.28840 -1.32 1.47 3.27 -0.237
C 1.11061 0.81643 -2.74168 1.13 -0.42 -2.06 -0.823
S 2.06500 -0.49689 -1.75657 -1.32 0.47 -3.99 0.487
O 1.02314 -1.07776 -0.72862 0.65 -7.28 -14.70 -0.164
C 2.02318 -1.71268 -3.15798 0.40 -0.59 0.43 -0.953
H 1.67532 1.07097 -3.63857 0.47 -0.72 -0.18 0.523
H 0.93479 1.71516 -2.15052 1.36 -0.50 -1.88 0.120
H 0.09821 0.50146 -2.99454 0.36 -0.68 -0.13 0.373
H 2.44962 -1.38506 -4.10609 0.41 0.89 0.46 0.407
H 1.02147 -2.01500 -3.46338 -0.18 0.04 0.79 0.345
H 2.64434 -2.54896 -2.83722 -0.33 -0.18 0.06 0.377
C -0.89874 -0.23809 4.04651 0.57 -0.09 0.20 -0.894
S -1.64246 0.50885 2.56439 -0.56 0.20 0.30 0.437
O -0.55488 0.29235 1.45410 -12.66 3.00 5.39 -0.237
C -3.21007 -0.43525 2.24176 1.16 -0.92 -1.00 -0.933
H -1.59043 -0.61309 4.80086 -0.43 0.32 -0.34 0.403
H -0.31663 0.58242 4.46603 -0.15 0.09 0.09 0.341
H -0.17111 -1.02990 3.86845 -0.28 -0.08 -0.60 0.307
H -3.59337 -0.15022 1.26200 -0.01 0.76 0.21 0.357
H -3.94944 -0.30569 3.03211 0.37 0.36 0.09 0.392
H -3.00550 -1.49216 2.07083 0.24 -0.14 0.55 0.334

=====

# 10
26
Properties=species:S:1:pos:R:3:forces:R:3:lowdin_spin:R:1 method="wB97M-V/def2-TZVPD" spin_multiplicity=2 e_tot_ha=-587.65468 relative_energy_kcal_mol=2.90 charge=+2 s2=0.75 gap_ev="11.0013 / 5.2319"
Ba 11.34296 1.27589 15.25874 0.20 -0.19 -0.09 -0.003
F 10.14953 1.90482 12.85446 -0.07 0.08 -0.28 0.974
C 11.14992 4.96771 14.54309 -0.03 2.25 -1.33 0.000
O 11.14690 4.03131 15.58018 0.38 -1.66 0.38 0.000
H 10.52369 4.64266 13.71225 -0.27 -0.18 0.36 -0.001
H 10.82776 5.95363 14.87819 -0.69 -0.19 0.21 0.000
H 12.09225 5.26341 14.08193 0.70 -0.89 0.30 0.000
H 11.62327 4.34722 16.35146 0.05 0.49 0.08 0.000
C 13.21476 2.26643 12.28857 0.05 -0.48 -1.07 0.017
O 13.52208 1.74705 13.59596 -0.40 0.39 -0.19 0.000
H 12.98929 1.43378 11.62226 -0.40 -0.07 0.01 0.000
H 12.38484 2.97305 12.29308 -0.04 0.02 0.39 0.006
H 14.05848 2.74425 11.79066 0.15 0.35 0.51 0.004
H 14.31762 1.23344 13.43812 0.30 -0.23 0.48 0.000
C 12.52864 -2.08464 12.90380 -0.56 0.15 0.17 0.000
O 11.91806 -1.39728 14.06556 0.36 1.08 -0.44 0.000
H 11.75630 -2.70508 12.44921 0.37 -0.52 0.32 0.000
H 12.78404 -1.40197 12.09334 -0.12 0.67 0.52 0.000
H 13.45922 -2.56729 13.20243 -0.40 -0.36 0.06 0.000
H 11.48036 -2.02274 14.64763 0.15 -0.62 -0.32 0.000
C 7.97171 2.92125 15.89178 -0.65 -0.30 0.25 0.000
O 8.73753 1.64247 16.06599 0.12 1.39 -0.87 0.003
H 8.03851 3.55658 16.77495 0.42 -0.18 -0.06 0.000
H 8.24559 3.46943 14.99035 0.95 -0.36 0.15 0.000
H 6.90706 2.78933 15.69885 -0.01 -0.86 0.32 0.000
H 8.32480 1.05555 16.70379 -0.57 0.20 0.14 0.000